{
  "formula": "C14H22N2O3",
  "method": "the ωB97M-V functional and the def2-TZVPD basis",
  "relative_energy_kj_mol": 158.0,
  "largest_force_ev_per_a": 0.69,
  "smiles": "CC(=O)Nc1ccc(OC[C@@H](O)CNC(C)C)cc1",
  "elements": ["O", "O", "O", "N", "N", "C", "C", "C", "C", "C", "C", "C", "C", "C", "C", "C", "C", "C", "C", "H", "H", "H", "H", "H", "H", "H", "H", "H", "H", "H", "H", "H", "H", "H", "H", "H", "H", "H", "H", "H", "H"],
  "xyz": [[0.254, -1.388, -1.232], [-3.248, -2.226, -0.901], [-0.791, 5.031, -2.258], [1.129, 4.096, -1.456], [-0.498, -2.128, 1.544], [-0.982, -2.005, -1.498], [-2.001, -1.853, -0.356], [0.360, -0.026, -1.308], [-1.628, -2.713, 0.859], [0.935, -1.905, 3.467], [0.345, 5.138, -1.856], [0.606, -4.184, 2.462], [1.824, 1.856, -0.970], [-0.628, 0.843, -1.755], [1.062, 6.469, -1.742], [0.833, 2.728, -1.421], [1.590, 0.500, -0.914], [-0.393, 2.205, -1.811], [-0.045, -2.821, 2.737], [1.354, 6.653, -0.710], [-1.433, -1.631, -2.423], [0.951, -4.630, 3.391], [-1.166, 2.869, -2.161], [-2.472, -2.724, 1.562], [-0.751, -3.065, -1.639], [-1.593, 0.477, -2.066], [2.356, -0.178, -0.570], [0.396, 7.261, -2.071], [1.834, -1.767, 2.870], [1.954, 6.471, -2.366], [2.062, 4.326, -1.141], [0.479, -0.933, 3.631], [2.784, 2.245, -0.661], [1.460, -4.061, 1.798], [-0.100, -4.868, 1.998], [0.276, -2.020, 0.895], [1.216, -2.332, 4.426], [-1.467, -3.750, 0.515], [-0.929, -2.972, 3.371], [-2.018, -0.800, -0.033], [-3.915, -2.186, -0.207]]
}